[1]
C5H3N | the ωB97M-V functional and the def2-TZVPD basis

Geometry as XYZ:
```
9
Properties=species:S:1:pos:R:3:mulliken_charge:R:1
C -3.033 -0.264 -0.063 0.368
C -1.221 0.935 -0.535 -0.299
C -0.268 0.703 0.270 0.388
C 0.850 0.196 0.696 -0.758
C -2.154 0.012 -1.037 -0.129
N -4.006 -0.157 0.565 -0.407
H 1.772 0.310 0.265 0.332
H 0.713 -0.007 1.742 0.239
H -2.737 -0.123 -2.044 0.267
```

HOMO level (spin up / spin down)   -9.4181 / -9.4187 eV
SMILES   C=C=C=CC#N
Relative energy (zero: lowest compared OMol25 entry of this formula, charge and spin)   63.3 kcal/mol

***

[2]
C6H12NS | the ωB97M-V functional and the def2-TZVPD basis

Geometry as XYZ:
```
20
Properties=species:S:1:pos:R:3:mulliken_charge:R:1
C -2.179 -0.124 -0.390 -0.559
C -0.117 -1.194 0.684 -0.645
C -1.564 1.297 -0.491 -0.653
C -1.010 -1.054 -0.576 -0.226
C 0.564 0.095 0.211 -0.083
C 3.121 -0.437 0.007 -0.784
N -0.344 1.328 0.394 -0.173
S 1.796 0.479 -0.876 -0.019
H -2.615 -0.304 0.608 0.316
H -2.911 -0.147 -1.208 0.356
H -0.732 -1.170 1.694 0.240
H 0.576 -2.006 0.832 0.367
H -1.115 1.561 -1.546 0.296
H -2.210 1.988 -0.120 0.470
H -0.839 -1.696 -1.429 0.407
H 4.105 -0.532 -0.491 0.366
H 2.775 -1.541 -0.029 0.220
H 3.102 -0.004 0.971 0.286
H 0.204 2.141 0.327 0.413
H -0.608 1.320 1.427 0.407
```

HOMO level   -11.8250 eV
Total charge   +1
Relative energy (zero: lowest compared OMol25 entry of this formula, charge and spin)   77.6 kcal/mol

***

[3]
C30H35F6N6 | the ωB97M-V functional and the def2-TZVPD basis

Geometry as XYZ:
```
77
Properties=species:S:1:pos:R:3:mulliken_charge:R:1
C 4.936 4.413 -0.527 -1.238
N 4.981 3.004 -0.896 0.201
C 6.312 2.431 -1.089 -0.986
C 6.785 2.757 -2.493 1.018
F 8.005 2.222 -2.818 -0.259
F 5.863 2.288 -3.410 -0.272
F 6.850 4.119 -2.704 -0.263
C 3.855 2.228 -0.926 1.422
C 3.895 0.818 -0.805 -1.102
C 2.720 0.062 -0.818 -0.694
C 1.465 0.640 -1.038 -0.593
C 0.223 -0.313 -1.088 0.519
C -1.095 0.411 -1.210 0.808
C -2.103 -0.233 -1.936 -1.182
C -3.223 0.494 -2.316 -0.160
C -3.362 1.843 -1.946 -0.032
N -4.266 2.659 -2.708 0.059
C -4.527 2.198 -4.112 -1.192
C -5.572 2.841 -2.035 -0.590
C -5.689 4.122 -1.253 0.735
F -6.991 4.324 -0.829 -0.273
F -4.891 4.100 -0.131 -0.255
F -5.316 5.208 -1.994 -0.265
C -2.537 2.353 -0.888 -0.872
C -1.403 1.622 -0.523 -0.746
C 1.447 2.041 -1.302 -0.598
C 2.599 2.830 -1.197 -0.656
H 4.231 4.579 0.316 0.433
H 5.942 4.703 -0.179 0.367
H 4.650 5.072 -1.383 0.316
H 6.981 2.904 -0.364 0.410
H 6.312 1.341 -1.008 0.149
H 4.851 0.322 -0.636 0.229
H 2.800 -1.017 -0.651 0.374
H 0.411 -1.061 -1.927 0.434
H -2.009 -1.286 -2.271 0.280
H -3.934 0.039 -3.011 0.673
H -3.833 1.419 -4.464 0.483
H -5.547 1.796 -4.145 0.426
H -4.497 3.061 -4.806 0.299
H -6.365 2.862 -2.796 0.436
H -5.711 2.019 -1.314 0.307
H -2.714 3.346 -0.444 0.413
H -0.747 2.015 0.271 0.525
H 0.527 2.561 -1.578 0.600
H 2.573 3.911 -1.383 0.418
C 1.354 -0.263 3.876 -1.145
N 0.645 -1.506 3.673 -0.033
C 0.202 -2.154 4.885 -0.564
C -0.199 -3.603 4.700 -0.866
N -0.583 -3.968 3.352 -0.168
C -1.116 -5.310 3.214 -0.797
C -1.243 -5.780 1.779 -0.602
N -1.460 -4.704 0.824 -0.094
C -1.836 -5.175 -0.488 -1.201
C -0.981 -3.426 1.009 0.418
C -0.852 -2.471 -0.029 -0.582
N -0.118 -1.329 0.126 0.142
C 0.328 -1.004 1.341 -0.633
C 0.143 -1.839 2.451 -0.029
C -0.518 -3.092 2.315 1.320
H 2.188 -0.162 3.175 0.397
H 0.708 0.623 3.787 0.357
H 1.775 -0.276 4.885 0.329
H 1.029 -2.073 5.605 0.389
H -0.657 -1.603 5.311 0.291
H 0.638 -4.247 5.009 0.402
H -1.028 -3.832 5.384 0.351
H -0.478 -6.010 3.772 0.365
H -2.112 -5.361 3.685 0.359
H -0.340 -6.354 1.501 0.316
H -2.095 -6.471 1.689 0.382
H -2.401 -4.407 -1.023 0.409
H -0.968 -5.482 -1.093 0.361
H -2.480 -6.054 -0.374 0.348
H -1.291 -2.670 -1.006 0.124
H 0.861 -0.062 1.426 0.552
```

HOMO level   -10.2647 eV
Total charge   +1
SMILES   CN(CC(F)(F)F)c1ccc(C(c2ccc(N(C)CC(F)(F)F)cc2)[n+]2cc3c4c(c2)N(C)CCN4CCN3C)cc1

***

[4]
C3H3MnO4 | the ωB97M-V functional and the def2-TZVPD basis

Geometry as XYZ:
```
11
Properties=species:S:1:pos:R:3:mulliken_charge:R:1
C -0.958 -1.405 0.046 0.361
C -1.069 0.074 0.287 -0.355
O -0.075 0.832 -0.336 -0.259
O 0.011 -1.901 -0.503 -0.514
H -1.892 -1.981 0.162 0.440
H -2.028 0.437 -0.121 0.390
Mn 1.837 -1.235 -0.482 1.438
O 1.600 2.743 -0.298 -0.215
O 2.245 0.628 -0.078 -0.518
C 1.448 1.544 -0.055 0.862
H -1.118 0.266 1.378 0.371
```

HOMO level (spin up / spin down)   -21.1125 / -20.7582 eV
<S²>   12.011
Spin multiplicity   7
Total charge   +2

***

[5]
C23H52GaO3P4Se | the ωB97M-V functional and the def2-TZVPD basis

Geometry as XYZ:
```
84
Properties=species:S:1:pos:R:3:mulliken_charge:R:1
Ga -0.307 -0.411 0.904 0.247
P 0.117 2.665 1.877 1.301
P 0.277 -1.491 2.904 1.027
P -2.782 0.108 1.659 0.390
H -3.105 0.478 -7.956 0.284
C -3.893 1.158 -7.600 -0.561
C -3.733 2.494 -7.632 -0.438
H -2.809 2.950 -8.009 0.245
C 1.741 3.308 1.520 -1.039
C 0.044 2.442 3.655 -1.078
C -1.127 3.848 1.385 -1.113
C 0.036 -3.276 2.634 -1.311
C 2.013 -1.330 3.403 -0.921
C -0.640 -1.156 4.437 -1.232
C -3.764 0.928 0.345 -1.142
C -3.298 1.054 3.144 -1.341
C -3.734 -1.440 1.894 -1.140
H -4.827 0.702 -7.239 0.270
H -4.527 3.173 -7.295 0.244
H 1.936 3.231 0.448 0.404
H 2.513 2.728 2.035 0.101
H 1.768 4.357 1.836 0.606
H 0.796 1.730 4.019 0.355
H -0.941 2.123 4.018 0.262
H 0.263 3.425 4.101 0.573
H -1.103 3.978 0.295 0.424
H -0.883 4.806 1.873 0.452
H -2.140 3.537 1.672 0.328
H 0.393 -3.808 3.528 0.559
H 0.599 -3.608 1.752 0.251
H -1.028 -3.493 2.473 0.335
H 2.138 -1.796 4.391 0.674
H 2.302 -0.274 3.469 0.248
H 2.679 -1.823 2.684 0.121
H -0.233 -1.819 5.216 0.569
H -1.711 -1.364 4.320 0.345
H -0.505 -0.115 4.754 0.319
H -4.776 1.137 0.727 0.505
H -3.832 0.285 -0.542 0.299
H -3.284 1.873 0.057 0.287
H -4.389 0.965 3.255 0.555
H -3.044 2.118 3.055 0.396
H -2.825 0.652 4.049 0.335
H -4.744 -1.181 2.240 0.537
H -3.257 -2.085 2.641 0.325
H -3.794 -1.989 0.947 0.290
C -2.117 -1.349 -2.208 0.593
C -1.896 -0.037 -2.670 -0.093
C -2.412 0.374 -3.906 -0.909
C -3.164 -0.504 -4.693 0.006
C -3.437 -1.793 -4.212 -0.727
C -2.941 -2.201 -2.976 -0.814
Se -1.283 -2.107 -0.662 0.153
H 0.067 1.451 1.017 -0.409
H -1.302 0.642 -2.058 0.549
H -2.229 1.388 -4.268 0.431
H -3.534 -0.181 -5.669 0.020
H -4.040 -2.485 -4.804 0.417
H -3.152 -3.201 -2.599 0.429
C 5.158 1.232 1.812 -1.084
C 4.482 1.007 0.494 -0.287
O 3.058 0.593 0.741 -0.458
P 2.230 -0.547 -0.125 0.573
O 3.431 -1.638 -0.367 -0.342
C 3.737 -2.940 0.216 0.157
C 5.122 -2.912 0.820 -1.176
O 2.152 0.030 -1.649 -0.295
C 1.754 -0.856 -2.746 0.316
C 2.495 -0.441 -3.993 -1.435
H 4.605 1.895 2.487 0.247
H 6.140 1.686 1.624 0.430
H 5.343 0.269 2.306 0.214
H 4.437 1.925 -0.094 0.307
H 4.941 0.210 -0.091 0.419
H 3.705 -3.643 -0.626 0.374
H 2.968 -3.219 0.952 -0.057
H 5.146 -2.239 1.686 0.166
H 5.396 -3.921 1.155 0.457
H 5.873 -2.589 0.087 0.336
H 2.004 -1.902 -2.504 0.285
H 0.669 -0.769 -2.891 -0.040
H 3.551 -0.298 -3.776 0.365
H 2.381 -1.219 -4.753 0.408
H 2.087 0.491 -4.399 0.324
```

HOMO level   -14.7953 eV
Total charge   +3
Relative energy (zero: lowest compared OMol25 entry of this formula, charge and spin)   27.4 kcal/mol

***

[6]
C22H26As2Br4NO16P2Tl | the ωB97M-V functional and the def2-TZVPD basis

Geometry as XYZ:
```
74
Properties=species:S:1:pos:R:3:mulliken_charge:R:1
Tl 0.036 -0.392 -2.035 2.191
Br 3.779 5.590 -2.722 -0.098
C 3.275 3.773 -2.619 0.097
C 4.228 2.767 -2.703 0.148
Br 6.054 3.186 -2.915 -0.165
C 3.827 1.428 -2.622 0.086
Br 5.058 0.005 -2.714 -0.136
C 2.492 1.083 -2.447 0.302
O 2.122 -0.191 -2.361 -0.947
C 1.516 2.112 -2.338 0.426
O 0.250 1.786 -2.121 -0.847
C 1.930 3.437 -2.436 -0.243
Br 0.577 4.748 -2.283 -0.106
N -3.638 -2.794 -4.655 -0.126
C -2.838 -2.378 -3.431 0.414
C -3.141 -3.321 -2.271 -1.702
P -3.251 -0.611 -3.162 0.836
O -4.608 -0.743 -2.294 -0.523
O -3.552 -0.081 -4.518 -0.919
O -2.183 -0.030 -2.265 -0.536
P -1.062 -2.569 -3.949 0.735
O -0.637 -1.166 -4.618 -0.672
O -1.083 -3.683 -4.923 -0.901
O -0.289 -2.529 -2.644 -0.441
H -4.523 -3.221 -4.396 0.343
H -3.050 -3.453 -5.189 0.377
H -3.821 -1.924 -5.188 0.349
H -4.205 -3.299 -2.027 0.500
H -2.584 -3.001 -1.391 0.179
H -2.836 -4.344 -2.501 0.486
H -5.200 0.012 -2.437 0.335
H -0.845 -1.039 -5.552 0.353
C 2.844 4.400 0.808 -0.888
O 1.998 3.234 0.811 -0.043
C 2.644 2.079 0.931 -0.349
O 3.839 1.987 1.037 -0.576
C 1.770 0.869 0.762 1.927
C 2.243 -0.297 1.238 -0.333
As 2.580 -0.417 3.183 0.051
C 2.637 1.427 3.840 -1.068
C 0.537 -0.465 3.255 0.995
C -0.383 -0.093 2.359 0.656
As -0.177 0.804 0.554 0.873
C -0.783 2.595 0.972 -1.132
C -1.815 -0.466 2.614 -0.467
O -2.193 -1.366 3.318 -0.605
O -2.637 0.247 1.825 -0.343
C -4.019 -0.146 1.818 -0.803
C 0.125 -1.174 4.514 -0.104
O 0.442 -2.305 4.765 -0.582
O -0.479 -0.342 5.372 -0.244
C -0.967 -0.972 6.568 -0.793
C 1.707 -1.611 0.747 0.073
O 0.873 -1.799 -0.122 -0.474
O 2.291 -2.621 1.368 -0.362
C 1.849 -3.939 0.981 -0.748
H 2.198 5.225 0.529 0.263
H 3.643 4.277 0.081 0.325
H 3.270 4.549 1.799 0.306
H 3.636 1.829 3.702 0.401
H 2.423 1.341 4.906 0.412
H 1.898 2.083 3.390 0.230
H -0.315 2.960 1.880 0.370
H -1.859 2.525 1.098 0.434
H -0.533 3.227 0.124 0.144
H -4.440 0.265 0.906 0.240
H -4.524 0.263 2.691 0.288
H -4.104 -1.230 1.828 0.355
H -1.616 -0.242 7.039 0.264
H -0.139 -1.224 7.227 0.309
H -1.517 -1.875 6.314 0.331
H 2.408 -4.622 1.609 0.264
H 2.065 -4.104 -0.072 0.321
H 0.780 -4.033 1.158 0.291
```

HOMO level   -7.2751 eV
Relative energy (zero: lowest compared OMol25 entry of this formula, charge and spin)   6.3 kcal/mol

***

| no. | electronic energy (eV) | F_max (eV/Å) |
| --- | --- | --- |
| 1 | -6717.9764 | 5.8 |
| 2 | -18731.8894 | 4.3 |
| 3 | -56917.1154 | 1.8 |
| 4 | -42646.0968 | 8.4 |
| 5 | -185690.0525 | 3.8 |
| 6 | -482606.6072 | 0.4 |